No. 1
Entry from OMol25: a cluster of 2 separate species, C5H10N in total in a non-equilibrium geometry (ωB97M-V/def2-TZVPD).

As for the lowest unoccupied orbital energy: -3.47 eV. Its total charge is +1. Its HOMO energy is -14.67 eV. The spin multiplicity is 1.

CARTESIAN COORDINATES (ANGSTROEM)
C (0.548, -0.854, 0.141)
C (-0.660, -0.349, 0.202)
C (1.653, -1.782, -0.025)
C (-2.722, -0.066, 0.140)
C (0.686, 1.674, -0.499)
N (0.396, 0.590, 0.433)
H (2.388, -1.431, -0.739)
H (1.294, -2.779, -0.296)
H (2.136, -1.818, 1.053)
H (-3.103, -0.158, 1.176)
H (-3.053, -0.957, -0.400)
H (-2.765, 0.963, -0.242)
H (1.737, 2.082, -0.274)
H (0.768, 1.390, -1.573)
H (-0.071, 2.485, -0.431)
H (0.768, 1.009, 1.334)

No. 2
Entry from OMol25: a structure of composition C18H30N5OReS (ωB97M-V/def2-TZVPD).

As for the lowest unoccupied orbital energy (spin up / spin down): -2.71 / -2.58 eV. Its expectation value of S² is 0.760. Its total charge is +1. Its HOMO energy (spin up / spin down) is -10.05 / -10.14 eV. The spin multiplicity is 2.

CARTESIAN COORDINATES (ANGSTROEM)
Re (-0.980, -0.366, -0.783)
C (-4.665, 1.535, -1.301)
C (-3.998, 0.211, -1.623)
C (-3.774, 0.002, -3.108)
O (-2.746, 0.168, -0.942)
H (-5.607, 1.623, -1.843)
H (-4.015, 2.360, -1.597)
H (-4.868, 1.618, -0.234)
H (-4.590, -0.614, -1.217)
H (-3.148, 0.801, -3.510)
H (-4.725, 0.005, -3.641)
H (-3.280, -0.953, -3.290)
C (2.344, -2.610, 3.138)
N (1.387, -2.523, 2.043)
C (0.776, -3.580, 1.411)
C (-0.046, -3.044, 0.473)
N (0.053, -1.671, 0.532)
C (0.928, -1.396, 1.488)
H (2.620, -3.651, 3.273)
H (1.899, -2.239, 4.060)
H (3.237, -2.037, 2.899)
H (0.985, -4.600, 1.677)
H (-0.692, -3.526, -0.237)
H (1.242, -0.411, 1.786)
N (0.009, -0.770, -2.115)
C (0.784, -1.156, -3.196)
C (2.102, -0.712, -3.302)
C (2.879, -1.132, -4.368)
C (2.346, -1.986, -5.325)
C (1.030, -2.418, -5.221)
C (0.242, -2.004, -4.160)
H (2.497, -0.042, -2.551)
H (3.902, -0.791, -4.455)
H (2.955, -2.312, -6.157)
H (0.616, -3.079, -5.970)
H (-0.787, -2.323, -4.064)
C (0.426, 3.233, 4.052)
N (-0.022, 1.966, 3.466)
C (-1.068, 1.321, 4.255)
C (0.036, 1.778, 2.124)
S (-1.344, 1.210, 1.304)
N (1.198, 2.082, 1.518)
C (2.462, 2.158, 2.241)
C (1.323, 2.265, 0.078)
H (-0.452, 3.800, 4.367)
H (0.967, 3.829, 3.325)
H (1.060, 3.058, 4.921)
H (-0.741, 1.315, 5.294)
H (-1.220, 0.300, 3.917)
H (-2.016, 1.858, 4.182)
H (2.378, 1.650, 3.199)
H (2.781, 3.188, 2.411)
H (3.227, 1.668, 1.637)
H (0.350, 2.213, -0.398)
H (1.968, 1.490, -0.343)
H (1.774, 3.239, -0.119)

No. 3
Entry from OMol25: the ion C6H14NO with charge -1 in a non-equilibrium geometry (ωB97M-V/def2-TZVPD).

As for the lowest unoccupied orbital energy: 3.65 eV. Its total charge is -1. As for the SMILES: CCCC[C@@H](N)C[O-]. Its HOMO energy is -2.41 eV. The spin multiplicity is 1.

CARTESIAN COORDINATES (ANGSTROEM)
C (1.680, 2.261, 1.108)
C (0.569, 1.274, 1.395)
C (0.861, -0.169, 1.025)
C (0.481, -0.525, -0.399)
C (-1.012, -0.742, -0.664)
N (-1.522, 0.175, -1.705)
C (-1.316, -2.215, -1.036)
O (-2.562, -2.603, -0.799)
H (2.039, 2.182, 0.079)
H (1.321, 3.279, 1.275)
H (2.548, 2.059, 1.741)
H (0.174, 1.421, 2.406)
H (-0.360, 1.540, 0.859)
H (1.930, -0.373, 1.183)
H (0.414, -0.830, 1.759)
H (1.082, -1.370, -0.755)
H (0.780, 0.296, -1.066)
H (-1.622, -0.618, 0.238)
H (-2.476, 0.414, -1.467)
H (-1.545, -0.358, -2.569)
H (-0.545, -2.848, -0.496)
H (-0.919, -2.252, -2.113)

No. 4
Entry from OMol25: a structure of composition C28H27F6MoN4O4S4Si2 in a non-equilibrium geometry (ωB97M-V/def2-TZVPD).

As for the lowest unoccupied orbital energy (spin up / spin down): 1.18 / 1.13 eV. Its expectation value of S² is 2.026. Its total charge is -1. Its HOMO energy (spin up / spin down) is -4.82 / -4.91 eV. The spin multiplicity is 3.

CARTESIAN COORDINATES (ANGSTROEM)
Mo (0.526, 0.934, -0.317)
C (3.196, 0.322, -2.874)
Si (2.919, 1.066, -1.106)
C (3.912, 2.725, -1.036)
C (4.038, -0.123, -0.082)
C (5.417, -0.158, -0.245)
C (6.212, -1.021, 0.488)
C (5.625, -1.876, 1.405)
C (4.251, -1.863, 1.565)
C (3.447, -0.997, 0.834)
Si (1.539, -1.007, 0.977)
C (1.186, -1.188, 2.884)
C (1.109, -2.781, 0.304)
H (4.184, 0.552, -3.260)
H (2.465, 0.693, -3.585)
H (3.100, -0.760, -2.839)
H (4.881, 2.645, -1.524)
H (4.078, 3.020, -0.003)
H (3.365, 3.525, -1.522)
H (5.884, 0.499, -0.965)
H (7.286, -1.032, 0.347)
H (6.238, -2.554, 1.987)
H (3.791, -2.542, 2.270)
H (1.156, -2.224, 3.209)
H (0.244, -0.718, 3.155)
H (1.958, -0.681, 3.453)
H (1.910, -3.465, 0.560)
H (1.017, -2.776, -0.778)
H (0.189, -3.187, 0.713)
S (0.920, 2.033, 1.737)
C (-0.629, 2.659, 2.293)
C (-0.762, 3.036, 3.625)
C (-1.952, 3.555, 4.093)
C (-3.024, 3.719, 3.224)
C (-2.907, 3.338, 1.905)
C (-1.720, 2.780, 1.421)
S (-1.648, 2.242, -0.239)
H (0.084, 2.901, 4.281)
H (-2.046, 3.826, 5.134)
H (-3.956, 4.136, 3.582)
H (-3.730, 3.448, 1.215)
F (0.550, 4.247, -4.754)
C (1.054, 3.154, -4.178)
F (1.051, 2.178, -5.092)
F (2.338, 3.418, -3.905)
S (0.081, 2.667, -2.615)
O (0.168, 1.226, -2.625)
O (0.831, 3.328, -1.592)
N (-1.287, 3.296, -2.965)
S (-2.642, 2.475, -2.998)
O (-3.756, 3.186, -2.474)
O (-2.519, 1.072, -2.754)
C (-2.865, 2.561, -4.874)
F (-3.159, 3.789, -5.303)
F (-1.712, 2.198, -5.456)
F (-3.809, 1.737, -5.351)
N (-5.043, -6.577, 4.336)
C (-4.602, -5.776, 3.635)
C (-4.067, -4.816, 2.763)
C (-2.991, -4.005, 3.158)
C (-2.443, -3.100, 2.283)
C (-2.951, -2.971, 0.981)
C (-4.044, -3.756, 0.595)
C (-4.592, -4.664, 1.470)
N (-2.328, -2.101, 0.085)
C (-2.142, -2.275, -1.266)
C (-1.262, -1.316, -1.672)
N (-0.911, -0.555, -0.604)
C (-1.584, -1.026, 0.429)
H (-2.585, -4.111, 4.152)
H (-1.591, -2.510, 2.583)
H (-4.466, -3.642, -0.391)
H (-5.433, -5.272, 1.172)
H (-2.606, -3.064, -1.818)
H (-0.871, -1.109, -2.651)
H (-1.565, -0.587, 1.407)

No. 5
Entry from OMol25: a cluster of 5 separate species, C10H30O5S5 in total in a non-equilibrium geometry (ωB97M-V/def2-TZVPD).

As for the lowest unoccupied orbital energy (spin up / spin down): -4.04 / -8.52 eV. Its expectation value of S² is 0.757. Its total charge is +1. Its HOMO energy (spin up / spin down) is -10.78 / -10.78 eV. The spin multiplicity is 2.

CARTESIAN COORDINATES (ANGSTROEM)
C (-2.233, -3.508, 0.164)
S (-1.184, -3.957, -1.328)
O (-0.826, -2.618, -1.890)
C (0.348, -4.275, -0.261)
H (-1.690, -2.986, 0.951)
H (-2.824, -4.345, 0.535)
H (-2.830, -2.674, -0.206)
H (0.168, -5.246, 0.202)
H (0.587, -3.421, 0.372)
H (1.247, -4.373, -0.869)
C (4.330, -0.629, 1.761)
S (4.634, -0.510, -0.072)
O (5.935, -1.257, -0.377)
C (3.324, -1.727, -0.602)
H (4.399, -1.679, 2.045)
H (3.414, -0.082, 1.980)
H (5.162, -0.057, 2.172)
H (2.317, -1.336, -0.747)
H (3.223, -2.532, 0.127)
H (3.675, -1.987, -1.600)
C (-0.784, 0.299, 0.111)
S (-0.970, 2.072, 0.631)
O (0.408, 2.609, 1.001)
C (-1.113, 2.529, -1.181)
H (0.172, 0.211, -0.404)
H (-1.555, -0.035, -0.584)
H (-0.791, -0.384, 0.960)
H (-1.669, 1.779, -1.743)
H (-0.117, 2.635, -1.610)
H (-1.500, 3.541, -1.301)
C (2.251, 5.943, -1.544)
S (2.600, 5.876, -3.355)
O (4.111, 6.143, -3.339)
C (2.316, 4.114, -3.444)
H (2.846, 5.224, -0.981)
H (1.256, 5.558, -1.321)
H (2.348, 6.929, -1.090)
H (2.869, 3.651, -4.261)
H (1.232, 4.060, -3.539)
H (2.610, 3.675, -2.490)
C (-3.453, -1.817, 3.236)
S (-4.589, -0.806, 2.108)
O (-4.400, -1.252, 0.653)
C (-6.199, -1.681, 2.616)
H (-3.691, -1.531, 4.260)
H (-2.395, -1.575, 3.125)
H (-3.520, -2.867, 2.951)
H (-7.082, -1.430, 2.028)
H (-6.284, -1.518, 3.691)
H (-6.081, -2.754, 2.463)

No. 6
Entry from OMol25: a cluster of 8 separate species, C14H42BF4O14 in total in a non-equilibrium geometry (ωB97M-V/def2-TZVPD).

As for the lowest unoccupied orbital energy: 2.39 eV. Its total charge is -1. Its HOMO energy is -7.01 eV. The spin multiplicity is 1.

CARTESIAN COORDINATES (ANGSTROEM)
B (-6.205, -10.590, -11.482)
F (-6.015, -10.191, -12.751)
F (-6.275, -9.502, -10.698)
F (-7.478, -11.161, -11.383)
F (-5.236, -11.507, -11.126)
C (-5.406, -5.343, -9.916)
C (-5.050, -6.795, -9.411)
O (-4.910, -6.808, -8.004)
O (-6.678, -5.040, -9.358)
H (-5.492, -5.290, -11.001)
H (-4.590, -4.690, -9.604)
H (-4.125, -7.238, -9.778)
H (-5.763, -7.613, -9.513)
H (-5.782, -6.773, -7.604)
H (-6.495, -5.146, -8.422)
C (-9.348, -8.671, -9.808)
C (-9.067, -7.716, -10.911)
O (-10.182, -7.135, -11.486)
O (-9.969, -8.012, -8.709)
H (-8.507, -9.237, -9.406)
H (-10.110, -9.388, -10.115)
H (-8.396, -8.137, -11.660)
H (-8.514, -6.845, -10.559)
H (-10.451, -6.387, -10.948)
H (-10.482, -8.690, -8.263)
C (-8.857, -11.053, -15.710)
C (-8.687, -9.793, -14.934)
O (-8.852, -10.175, -13.584)
O (-10.219, -11.225, -16.108)
H (-8.563, -11.971, -15.201)
H (-8.242, -10.984, -16.607)
H (-9.419, -9.052, -15.256)
H (-7.733, -9.301, -15.121)
H (-8.021, -10.468, -13.203)
H (-10.257, -10.834, -16.984)
C (-5.967, -14.766, -11.929)
C (-6.079, -14.034, -13.281)
O (-7.198, -13.197, -13.365)
O (-7.114, -15.545, -11.630)
H (-5.906, -14.096, -11.071)
H (-5.045, -15.346, -11.941)
H (-6.246, -14.776, -14.062)
H (-5.090, -13.583, -13.362)
H (-7.065, -12.597, -12.628)
H (-7.762, -14.855, -11.792)
C (-2.065, -12.981, -10.980)
C (-1.322, -12.466, -12.279)
O (0.106, -12.632, -12.147)
O (-2.121, -14.431, -10.900)
H (-3.104, -12.659, -10.923)
H (-1.581, -12.613, -10.075)
H (-1.525, -11.396, -12.229)
H (-1.717, -12.881, -13.206)
H (0.463, -12.659, -13.037)
H (-1.225, -14.776, -10.872)
C (-5.616, -7.511, -13.966)
C (-5.233, -6.371, -14.996)
O (-5.060, -5.090, -14.513)
O (-4.830, -7.659, -12.853)
H (-5.644, -8.455, -14.508)
H (-6.636, -7.319, -13.631)
H (-5.877, -6.422, -15.874)
H (-4.255, -6.583, -15.427)
H (-4.488, -5.081, -13.743)
H (-5.090, -8.498, -12.466)
C (-7.698, -13.222, -8.599)
C (-9.035, -13.143, -9.422)
O (-8.736, -13.325, -10.776)
O (-6.999, -11.991, -8.604)
H (-7.086, -13.998, -9.059)
H (-7.949, -13.429, -7.558)
H (-9.613, -12.262, -9.141)
H (-9.546, -14.051, -9.102)
H (-8.385, -12.491, -11.098)
H (-6.939, -11.616, -9.486)